[1]
{
  "formula": "C13H15F6N2O5PtSb",
  "method": "ωB97M-V with the def2-TZVPD basis set",
  "symbols": ["Pt", "O", "C", "C", "C", "C", "C", "C", "C", "O", "N", "O", "O", "H", "H", "H", "H", "O", "C", "C", "C", "C", "C", "C", "N", "H", "H", "H", "H", "H", "H", "H", "H", "H", "H", "H", "F", "Sb", "F", "F", "F", "F", "F"],
  "xyz": [[-0.557408, 0.392553, -0.528189], [1.312077, 1.103143, -1.060454], [1.908820, 0.568351, -2.015983], [1.648470, -0.704337, -2.594421], [2.465916, -1.085755, -3.678605], [2.322798, -2.325069, -4.223618], [1.383279, -3.234450, -3.732288], [0.575758, -2.886047, -2.678054], [0.686378, -1.616752, -2.091608], [-0.119006, -1.400075, -1.061795], [3.186132, -2.716467, -5.354497], [3.967207, -1.885565, -5.764994], [3.007617, -3.817405, -5.825268], [2.743889, 1.145327, -2.422174], [3.208740, -0.407665, -4.077461], [1.301051, -4.206534, -4.198445], [-0.161932, -3.570388, -2.285005], [0.305461, -0.172659, 1.315962], [-0.203875, -0.415584, 2.434552], [0.706427, -0.641497, 3.589044], [0.874289, 0.787102, 4.178417], [-0.420522, 1.561645, 4.488212], [-1.215836, 2.104688, 3.282645], [-2.103136, 1.068334, 2.571386], [-1.514047, -0.285028, 2.717344], [1.662235, -1.052574, 3.276222], [0.241356, -1.301598, 4.323073], [1.482006, 1.370656, 3.482622], [1.453210, 0.687474, 5.096303], [-0.130068, 2.418571, 5.096160], [-1.072741, 0.961817, 5.133570], [-0.518638, 2.548532, 2.565555], [-1.854949, 2.919056, 3.624773], [-2.239448, 1.308041, 1.523098], [-3.099738, 1.014546, 3.003472], [-1.717897, -0.657572, 3.634395], [-1.341303, 1.101731, -2.585133], [-2.939227, 1.864359, -1.771548], [-4.004225, 1.058631, -3.042264], [-2.679764, 3.487347, -2.604944], [-4.242033, 2.431838, -0.591735], [-1.516117, 2.299240, -0.390723], [-2.791205, 0.180040, -0.757600]],
  "forces_ev_per_angstrom": [[0.15, -0.24, -0.64], [-0.19, 0.17, 0.01], [0.06, -0.14, 0.10], [-0.01, 0.06, -0.05], [0.00, -0.01, 0.00], [0.11, -0.03, 0.05], [-0.01, -0.03, 0.02], [0.04, 0.02, -0.04], [-0.03, -0.08, 0.09], [0.04, 0.08, 0.11], [-0.30, 0.16, -0.35], [0.09, -0.06, 0.14], [0.10, -0.04, 0.14], [0.04, -0.03, 0.04], [0.01, 0.00, 0.00], [0.01, 0.00, 0.00], [0.00, 0.00, 0.01], [-0.06, 0.28, 0.23], [0.02, -0.13, -0.06], [-0.01, 0.01, 0.00], [0.01, -0.01, 0.00], [-0.03, 0.00, 0.02], [0.00, -0.01, 0.00], [0.01, 0.04, 0.00], [0.02, -0.04, -0.06], [0.00, 0.00, 0.00], [0.00, 0.00, 0.00], [0.00, 0.01, 0.01], [0.00, -0.01, 0.00], [0.00, 0.01, -0.01], [0.00, 0.00, 0.01], [0.03, -0.03, 0.01], [0.00, 0.02, -0.04], [-0.04, 0.01, -0.01], [0.03, -0.03, 0.06], [-0.02, 0.01, -0.01], [-0.05, 0.05, 0.02], [-0.10, -0.15, -0.04], [-0.07, 0.07, 0.04], [0.06, 0.01, 0.04], [0.02, 0.02, 0.02], [0.09, -0.01, 0.09], [-0.01, 0.03, 0.07]],
  "homo_lumo_gap_ha": [0.263, 0.271],
  "total_energy_ev": -53022.6426,
  "multiplicity": 2,
  "e_lumo_ev": [-5.79, -5.54],
  "e_above_lowest_kj_mol": 44.6,
  "charge": 1
}

=====

[2]
{
  "formula": "C13H15F7N2O9S",
  "method": "ωB97M-V with the def2-TZVPD basis set",
  "symbols": ["N", "C", "C", "O", "N", "C", "O", "F", "O", "C", "O", "O", "C", "S", "H", "H", "H", "H", "H", "C", "C", "O", "C", "O", "C", "F", "F", "F", "H", "H", "H", "H", "H", "C", "C", "O", "C", "O", "C", "F", "F", "F", "H", "H", "H", "H", "H"],
  "xyz": [[-0.243399, 2.003957, 1.484313], [-0.585571, 0.643220, 1.178010], [-1.963623, 0.359913, 0.524373], [-2.018739, -0.331667, -0.398281], [-3.195216, 0.943050, 1.057611], [-3.854159, -0.053471, 1.859885], [-3.831521, -0.001603, 2.994686], [-4.480172, -1.029517, 1.242963], [0.340350, 0.310349, 0.108738], [1.006374, -0.842613, 0.446617], [1.306945, -1.674277, -0.260191], [1.166631, -0.757165, 1.810921], [-0.154754, -0.423026, 2.241302], [-0.251135, -0.030651, 3.980334], [-1.030558, 2.635136, 1.405505], [0.534507, 2.301920, 0.912246], [-3.795435, 1.050507, 0.235529], [-0.764263, -1.323650, 2.072136], [0.137826, 1.260904, 4.097774], [1.403751, 6.224182, -3.382882], [2.375918, 6.429401, -2.240312], [1.681775, 6.780357, -1.027967], [1.156275, 5.773619, -0.342759], [1.208499, 4.616235, -0.646006], [0.498080, 6.298428, 0.938204], [-0.248505, 7.389826, 0.714254], [1.421949, 6.632319, 1.853854], [-0.296358, 5.372898, 1.484777], [0.771898, 7.104672, -3.507978], [1.941792, 6.041278, -4.312560], [0.744667, 5.377433, -3.191642], [3.039456, 7.263526, -2.460698], [3.000365, 5.550660, -2.080528], [0.407242, -4.537649, -0.178525], [-0.497636, -5.403410, -1.029179], [0.130617, -6.661159, -1.341198], [0.065595, -7.596827, -0.399451], [-0.461226, -7.480021, 0.667474], [0.733754, -8.883921, -0.898911], [1.908833, -8.636053, -1.499130], [-0.050655, -9.511868, -1.793022], [0.966101, -9.735669, 0.101928], [1.374511, -4.404725, -0.662101], [-0.041162, -3.561892, -0.018922], [0.592112, -4.998588, 0.792618], [-0.688726, -4.915370, -1.983352], [-1.463011, -5.568999, -0.550457]],
  "forces_ev_per_angstrom": [[-1.08, -0.10, 0.60], [1.65, 0.73, -0.88], [-0.07, 1.81, 2.79], [-0.09, -2.27, -3.21], [-0.43, -0.48, -0.67], [0.80, 1.36, -2.37], [0.02, -0.15, 5.11], [-0.39, -0.42, -1.38], [-0.53, -0.71, -0.32], [-1.63, 4.57, 3.36], [2.03, -3.47, -3.11], [0.05, -0.99, 0.00], [-0.15, 0.54, 0.16], [-0.29, -0.26, 0.30], [0.13, 0.07, 0.06], [-0.13, 0.10, -0.06], [0.29, 0.08, -0.10], [-0.07, 0.12, 0.48], [0.00, -0.27, -0.79], [-0.30, -0.04, 0.15], [0.26, -0.06, -0.66], [-0.10, -0.01, 0.40], [0.51, 0.04, -0.71], [-0.22, -0.05, 0.35], [-0.51, 0.42, 0.85], [0.15, -0.23, -0.19], [0.04, -0.17, -0.30], [0.17, -0.05, -0.22], [0.11, 0.05, -0.05], [0.03, 0.01, 0.04], [0.10, -0.06, -0.02], [-0.11, 0.11, 0.24], [-0.16, -0.05, 0.17], [0.16, -0.44, 0.16], [-0.16, 0.65, 0.13], [0.03, -0.42, -0.09], [-0.34, 0.81, -0.05], [0.13, -0.36, 0.02], [0.51, -0.78, -0.21], [-0.23, 0.12, 0.12], [-0.02, 0.25, 0.15], [-0.16, 0.29, -0.04], [-0.08, 0.14, -0.07], [-0.05, -0.03, -0.08], [-0.11, 0.00, 0.01], [0.13, -0.23, -0.11], [0.10, -0.21, 0.07]],
  "homo_lumo_gap_ha": 0.373,
  "total_energy_ev": -64989.1386,
  "multiplicity": 1,
  "e_lumo_ev": 0.14,
  "smiles": "N[C@@]1(C(=O)NC(=O)F)OC(=O)O[C@H]1S.CCOC(=O)C(F)(F)F.CCOC(=O)C(F)(F)F",
  "charge": 0
}

=====

[3]
{
  "formula": "C13H15I",
  "method": "ωB97M-V with the def2-TZVPD basis set",
  "symbols": ["C", "C", "C", "C", "C", "C", "C", "C", "C", "C", "C", "C", "C", "I", "H", "H", "H", "H", "H", "H", "H", "H", "H", "H", "H", "H", "H", "H", "H"],
  "xyz": [[1.269812, -1.370917, -0.283478], [0.657948, -0.618656, -1.188758], [-0.893377, 1.950031, 2.011414], [-1.361750, 2.209851, 0.568412], [0.392460, 0.762883, -0.642010], [1.588055, -0.803101, 1.074593], [-0.233274, 0.672867, 1.511947], [1.262344, 0.969147, 0.697774], [-0.905220, 0.798461, 0.111642], [0.540310, -0.418934, 1.905223], [0.076171, -1.000944, -2.476062], [2.991418, -1.257138, 1.479732], [-2.004809, -0.027753, -0.440255], [0.929908, -0.374394, 4.100096], [1.457668, -2.397030, -0.458611], [-0.111237, 2.548067, 2.365540], [-1.721491, 1.859529, 2.679700], [-2.468167, 2.193454, 0.486275], [-1.033971, 3.053524, 0.104934], [0.527931, 1.586895, -1.440480], [-0.697322, -1.823666, -2.283260], [0.762372, -1.364020, -3.160517], [-0.459873, -0.237816, -2.954066], [3.248065, -2.343121, 1.486195], [3.236966, -0.969801, 2.529641], [3.601045, -0.807669, 0.644169], [-1.561309, -1.029077, -0.461441], [-2.011409, 0.377975, -1.433369], [-2.858988, 0.034979, 0.276855]],
  "forces_ev_per_angstrom": [[-0.72, 0.42, -0.15], [0.42, 1.38, 1.25], [-0.26, -1.28, -0.43], [-2.32, -2.46, 1.10], [1.60, 0.47, -0.71], [1.54, -0.43, -2.58], [-1.05, 0.20, -1.45], [-0.45, -1.33, 0.20], [0.78, 1.60, 0.65], [-0.13, 0.91, 2.74], [-2.02, -2.25, 1.19], [0.46, 0.15, 0.41], [0.83, -0.76, 1.85], [-0.12, 0.07, -1.04], [0.32, -1.05, -0.02], [0.74, 1.28, 0.80], [-0.33, -0.13, 0.72], [0.50, 0.39, 0.24], [1.36, 2.23, -1.44], [-0.07, -1.07, 1.25], [1.05, 0.89, -0.50], [1.53, -0.87, -1.32], [-0.64, 1.34, -0.52], [-0.95, 0.47, -0.40], [0.17, 0.46, -1.11], [-0.08, -0.26, 1.41], [-0.87, -0.17, -0.15], [-1.43, -0.07, -0.68], [0.16, -0.15, -1.31]],
  "homo_lumo_gap_ha": 0.294,
  "total_energy_ev": -21817.7066,
  "multiplicity": 1,
  "e_lumo_ev": 0.01,
  "e_above_lowest_kj_mol": 404.7,
  "charge": 0
}